A structure of composition C2H25HgO11 in a non-equilibrium geometry. Source: the Open Molecules 2025 dataset; level of theory: ωB97M-V with the def2-TZVPD basis set.

The geometry in XYZ format:
```
39
Properties=species:S:1:pos:R:3:forces:R:3:mulliken_charge:R:1
Hg 7.20992 10.01355 -9.50330 2.2 -0.3 1.0 1.085
C 10.04627 10.91475 -6.99929 1.3 1.4 -0.3 -0.331
C 9.89106 9.52960 -7.56820 -1.6 0.8 1.4 -0.278
O 9.44227 9.49141 -8.88623 -1.2 -0.2 -0.8 -0.558
H 9.20124 11.54158 -6.70691 -0.6 -0.8 0.1 0.315
H 10.55903 11.58153 -7.69841 0.2 -0.3 -0.4 0.053
H 10.73669 10.90932 -6.15558 -0.2 -0.3 0.2 -0.002
H 9.26057 8.96142 -6.87008 -0.2 -0.3 -0.2 0.442
H 10.83054 8.96765 -7.46284 0.2 -0.1 -0.8 0.184
O 11.98979 10.55544 -10.17062 -0.4 0.2 0.1 -0.608
H 12.36597 11.13095 -9.48224 0.0 -0.4 -0.3 0.342
H 11.16926 10.18776 -9.81381 0.3 0.1 -0.1 0.284
O 6.64536 11.65668 -7.86526 -0.2 0.2 0.2 -0.570
H 6.25981 11.45798 -6.99853 0.1 -0.1 -0.1 0.339
H 6.55748 12.61492 -7.96415 0.0 -0.1 -0.2 0.315
O 12.68009 7.42324 -9.59716 -0.2 0.2 0.3 -0.576
H 12.96146 7.18966 -8.70622 0.1 0.0 -0.1 0.308
H 11.70990 7.41065 -9.56845 0.4 -0.4 -0.2 0.308
O 11.43416 12.44933 -4.03772 -0.1 -0.1 -0.2 -0.615
H 12.25422 12.75558 -4.43887 0.0 0.1 0.1 0.304
H 11.39626 11.50877 -4.24729 0.0 0.0 0.3 0.341
O 9.95614 6.70917 -9.71901 -0.6 0.4 0.2 -0.648
H 9.57927 7.56673 -9.46064 0.1 -0.2 -0.1 0.307
H 9.44344 6.43826 -10.48799 0.2 -0.1 -0.1 0.320
O 14.45785 9.38960 -7.20521 -0.1 0.1 0.3 -0.595
H 13.58455 9.77306 -7.34160 0.1 0.0 -0.3 0.283
H 14.64947 9.53586 -6.27212 0.1 -0.1 0.0 0.318
O 8.89939 10.10780 -3.77542 0.1 0.0 -0.2 -0.609
H 8.57906 10.90583 -4.21006 -0.2 0.0 0.0 0.312
H 8.56068 10.16846 -2.87582 0.0 -0.1 0.0 0.303
O 8.24076 12.87683 -4.52268 0.1 -0.1 -0.1 -0.647
H 9.10944 12.87591 -4.09382 0.1 0.1 0.0 0.318
H 8.16265 13.75476 -4.90795 0.0 0.0 0.1 0.279
O 10.82917 14.45038 -9.18344 -0.1 -0.1 0.1 -0.592
H 10.66794 15.19911 -9.76836 0.1 0.0 0.0 0.305
H 10.19030 14.55569 -8.47220 0.0 0.1 0.0 0.296
O 13.37561 12.13586 -8.31589 -0.4 0.2 0.4 -0.630
H 12.70221 12.82825 -8.28814 0.1 0.2 -0.2 0.300
H 13.83752 12.21246 -7.47484 0.2 -0.1 -0.1 0.298
```
Positions in Å, forces in eV/Å.

Properties
energy above the lowest of the compared OMol25 structures with the same formula, charge and spin	60.93	kcal/mol
LUMO level	-8.360	eV
net charge	+1
calculated total energy	-1071.83827	Eh
maximum force	0.048	Eh/bohr
gap between HOMO and LUMO	3.9	eV